Run a
This record from OMol25 describes the molecule C3H5NOS. The level of theory is ωB97M-V with the def2-TZVPD basis set.

The geometry in XYZ format:
```
11
Properties=species:S:1:pos:R:3
C 1.81427 0.99812 0.01618
C 0.93985 -0.30860 -0.07113
C -2.38454 -0.59564 0.09726
H 1.15935 1.64644 -0.84092
H 1.78613 1.16967 1.33277
H 2.88992 0.73923 -0.26119
H -2.86292 0.33478 0.07731
H -3.17301 -1.45862 0.20975
N -1.17320 -0.83067 -0.19247
O -0.35827 0.19279 -0.29682
S 1.36242 -1.88750 -0.07072
```

multiplicity = 1
LUMO energy = 0.20 eV
SMILES string = C=NOC(C)=S
HOMO-LUMO gap = 8.8 eV
highest occupied orbital energy = -0.3165 hartree

Run b
This record from OMol25 describes a cluster of 2 separate species, C3H5NOS in total. The level of theory is ωB97M-V with the def2-TZVPD basis set.

The geometry in XYZ format:
```
11
Properties=species:S:1:pos:R:3
C 1.53177 0.97581 0.57247
C 1.86430 1.93019 -0.12820
C -0.51930 -1.32150 -0.13106
N -0.52782 -0.10621 -0.77516
O -1.46214 0.70199 -0.39519
S -2.78014 0.26511 0.42302
H 1.01633 0.51560 1.37268
H 2.35848 2.41962 -0.93101
H 0.47342 -1.75907 -0.02663
H -1.03946 -1.43649 0.89890
H -0.91542 -2.18506 -0.87981
```

multiplicity = 1
LUMO energy (spin up / spin down) = -1.39 / -1.61 eV
HOMO-LUMO gap (spin up / spin down) = 7.6 / 7.3 eV
highest occupied orbital energy (spin up / spin down) = -0.3298 / -0.3259 hartree

Run c
This record from OMol25 describes a cluster of 2 separate species, C3H5NOS in total. The level of theory is ωB97M-V with the def2-TZVPD basis set.

The geometry in XYZ format:
```
11
Properties=species:S:1:pos:R:3
C 0.73791 0.45904 0.12745
C 0.94943 -0.95979 -0.45269
C -1.13842 -0.35248 0.89959
N -0.17182 0.61538 1.04214
O -2.22608 0.69605 -0.58729
S -0.66315 -1.71394 0.13205
H 1.57577 1.15950 0.00564
H 0.88083 -0.94827 -1.48500
H 1.87105 -1.34734 0.00986
H -1.86303 -0.62701 1.77745
H -2.01761 1.57147 -0.24532
```

multiplicity = 1
LUMO energy (spin up / spin down) = -0.53 / -0.53 eV
HOMO-LUMO gap (spin up / spin down) = 8.4 / 8.4 eV
highest occupied orbital energy (spin up / spin down) = -0.3275 / -0.3278 hartree

Relative energies, unit kcal/mol: run a 20.1; run b 89.5; run c 0.0

Run a
This record from OMol25 describes the molecule C3H5NOS. The level of theory is ωB97M-V with the def2-TZVPD basis set.

The geometry in XYZ format:
```
11
Properties=species:S:1:pos:R:3
C -0.26411 -0.44259 -1.48641
C 0.71271 -0.09990 -0.42907
C -0.54758 0.76157 1.40869
H -1.22912 0.01222 -1.29242
H 0.91368 0.90543 -0.56077
H 1.59078 -0.68009 -0.62590
H 0.41579 -1.03629 1.48481
H -0.78148 0.59882 2.47106
N 0.05132 -0.32685 0.81933
O -0.73023 1.84020 0.88274
S -0.13175 -1.53253 -2.67207
```

multiplicity = 1
LUMO energy = -0.22 eV
SMILES string = O=CNCC=S
HOMO-LUMO gap = 8.7 eV
highest occupied orbital energy = -0.3260 hartree

Run b
This record from OMol25 describes the molecule C3H5NOS. The level of theory is ωB97M-V with the def2-TZVPD basis set.

The geometry in XYZ format:
```
11
Properties=species:S:1:pos:R:3
C 0.09715 1.76565 -0.00530
C -0.44697 -0.62323 0.00074
C 1.84922 0.02358 0.00281
H -0.50958 2.04280 0.90055
H 0.98387 2.40453 -0.00197
H -0.49645 1.96813 -0.89734
H 0.00839 -1.60243 -0.01736
H 2.49257 0.92869 0.00089
N 0.49613 0.36416 -0.00266
O 2.25414 -1.11190 0.00254
S -2.06133 -0.39948 0.00150
```

multiplicity = 1
LUMO energy = -0.24 eV
SMILES string = CN(C=O)C=S
HOMO-LUMO gap = 8.7 eV
highest occupied orbital energy = -0.3273 hartree

Relative energies, unit kcal/mol: run a 14.5; run b 0.0

Run a
This record from OMol25 describes the molecule C3H5NOS. The level of theory is ωB97M-V with the def2-TZVPD basis set.

The geometry in XYZ format:
```
11
Properties=species:S:1:pos:R:3
C -1.08567 -0.68449 -0.00207
C -0.01963 1.48383 0.01776
C 1.31601 -0.57838 0.02554
H -0.79424 -1.74547 -0.01235
H -1.63360 -0.47145 0.92118
H -1.70160 -0.45914 -0.87452
H -1.13656 1.70160 0.08291
H 1.23821 -1.67967 -0.14620
N 0.13616 0.10317 0.00089
O 0.86364 2.26757 -0.02192
S 2.81726 0.06243 0.00879
```

multiplicity = 1
LUMO energy = -0.01 eV
SMILES string = CN(C=O)C=S
HOMO-LUMO gap = 8.3 eV
highest occupied orbital energy = -0.3048 hartree

Run b
This record from OMol25 describes the molecule C3H5NOS. The level of theory is ωB97M-V with the def2-TZVPD basis set.

The geometry in XYZ format:
```
11
Properties=species:S:1:pos:R:3
C 1.35612 2.16961 -0.78082
C -0.04554 0.23115 -0.49243
C 0.19455 -1.09848 0.05819
N 1.08487 0.93130 -0.88084
O -0.91548 -1.82751 0.46874
S 2.52543 3.10598 -1.68480
H 0.82807 2.85970 -0.19824
H -0.73083 0.26522 -1.44664
H -0.78245 0.82435 0.31232
H 1.12430 -1.49700 0.43277
H -0.70911 -2.78247 0.51288
```

multiplicity = 1
LUMO energy = -2.96 eV
HOMO-LUMO gap = 3.9 eV
highest occupied orbital energy = -0.2514 hartree

Relative energies, unit kcal/mol: run a 0.0; run b 103.9

Run a
This record from OMol25 describes a cluster of 3 separate species, C2H11N2O2 in total. The level of theory is ωB97M-V with the def2-TZVPD basis set.

The geometry in XYZ format:
```
17
Properties=species:S:1:pos:R:3
C 0.17442 1.04480 2.25398
N 0.69194 0.76162 0.92817
C 1.83664 1.13226 0.48845
N 2.38472 0.78890 -0.68289
H -0.84159 0.70327 2.43629
H 0.79187 0.65683 3.06088
H 0.06963 2.12389 2.39772
H 0.03372 0.22428 0.32811
H 2.38835 1.81445 1.13000
H 1.80648 0.74301 -1.50713
H 3.27747 1.22817 -0.84579
H -3.06394 -2.30860 -2.84859
H -3.80315 -2.28527 -1.50431
O -2.94495 -2.16933 -1.90478
H -0.79504 -1.63458 -0.05156
H -1.76489 -0.96086 -1.17552
O -1.06436 -0.81051 -0.51381
```

multiplicity = 1
LUMO energy = -3.30 eV
net charge = +1
HOMO-LUMO gap = 11.7 eV
highest occupied orbital energy = -0.5501 hartree

Run b
This record from OMol25 describes a cluster of 3 separate species, C2H11N2O2 in total. The level of theory is ωB97M-V with the def2-TZVPD basis set.

The geometry in XYZ format:
```
17
Properties=species:S:1:pos:R:3
C 0.62755 0.02440 0.05479
C 1.92934 -0.26849 -0.09545
N 2.28313 -1.59214 0.05399
N 0.19480 1.40708 -0.38798
H -0.27432 -0.56468 0.09412
H 2.65629 0.52066 -0.26505
H 3.19905 -1.80410 0.41039
H 1.51879 -2.22689 0.16878
H 0.45453 2.16500 0.24572
H 0.49335 1.56002 -1.34641
H -0.82498 1.34287 -0.28705
H -1.19083 -0.54372 -1.94118
H -2.64061 -0.62045 -1.92411
O -1.95686 0.04755 -1.92929
H -2.87973 0.58558 2.40890
H -1.81704 -0.23844 3.00565
O -2.00953 0.25667 2.20693
```

multiplicity = 1
LUMO energy = -3.06 eV
net charge = +1
HOMO-LUMO gap = 10.0 eV
highest occupied orbital energy = -0.4782 hartree

Run c
This record from OMol25 describes a cluster of 3 separate species, C2H11N2O2 in total. The level of theory is ωB97M-V with the def2-TZVPD basis set.

The geometry in XYZ format:
```
17
Properties=species:S:1:pos:R:3
C -0.48354 -0.82149 -0.62641
C -1.21321 0.07480 -1.36634
N -1.62623 -0.17586 -2.62759
N -0.30142 -0.40142 0.84666
H -0.12212 -1.72381 -0.88938
H -1.45073 1.03282 -0.95463
H -2.00912 0.57404 -2.99626
H -1.33691 -0.94672 -3.24374
H -0.38101 -1.37822 1.38274
H -1.21175 0.18180 1.18124
H 0.58832 0.13431 1.04917
H 1.52011 2.41687 0.01936
H 1.70608 1.13390 -0.74676
O 1.52299 1.47986 0.20723
H 0.99038 -0.22231 3.55629
H 2.21640 -0.83020 2.71886
O 1.37256 -0.46128 2.71104
```

multiplicity = 1
LUMO energy = -3.06 eV
net charge = +1
HOMO-LUMO gap = 9.5 eV
highest occupied orbital energy = -0.4599 hartree

Run d
This record from OMol25 describes a cluster of 3 separate species, C2H11N2O2 in total. The level of theory is ωB97M-V with the def2-TZVPD basis set.

The geometry in XYZ format:
```
17
Properties=species:S:1:pos:R:3
C 1.47691 0.94020 0.53341
N -1.99377 0.47296 1.54333
C -0.68691 0.69200 1.58187
N 0.09389 0.43146 0.56295
H 2.15053 0.10584 0.37176
H 1.52293 1.73066 -0.19818
H 1.66252 1.47908 1.46597
H -2.38174 -0.08700 0.79264
H -2.64318 0.85717 2.21427
H -0.14199 0.92853 2.48501
H -0.42571 0.10775 -0.26113
H 1.39272 -2.61738 -1.13327
H 2.63634 -2.27845 -1.92946
O 1.96561 -1.87704 -1.35035
H -1.97680 -0.31241 -2.36812
H -0.55866 -0.09831 -2.71243
O -1.12748 -0.11450 -1.93370
```

multiplicity = 1
LUMO energy = -3.20 eV
net charge = +1
HOMO-LUMO gap = 11.5 eV
highest occupied orbital energy = -0.5418 hartree

Relative energies, unit kcal/mol: run a 0.0; run b 31.3; run c 46.2; run d 2.9

Run a
This record from OMol25 describes a cluster of 9 separate species, C21H64N14O9 in total. The level of theory is ωB97M-V with the def2-TZVPD basis set.

The geometry in XYZ format:
```
108
Properties=species:S:1:pos:R:3
C 1.99524 1.84585 4.36932
O 1.12341 2.60459 4.75902
N 3.15408 1.67648 5.08790
N 1.94551 1.10623 3.22365
H 3.28542 2.27652 5.88078
H 3.87435 1.00824 4.89304
H 1.14812 1.12400 2.61837
H 2.51932 0.26935 3.23874
C 3.99501 -2.06120 2.91285
O 3.57596 -1.10180 2.28555
N 3.93526 -2.16221 4.27922
N 4.47974 -3.17517 2.29042
H 3.67176 -1.36897 4.83332
H 4.29840 -2.97812 4.73729
H 4.26142 -3.28209 1.31539
H 4.73822 -3.99667 2.80573
C -5.19556 5.85851 -0.13403
O -5.97570 5.38701 0.67233
N -3.95504 6.29474 0.23833
N -5.44404 5.88232 -1.46956
H -3.84513 6.36050 1.23524
H -3.28529 6.77943 -0.32879
H -6.32895 5.52725 -1.77982
H -4.77191 6.15228 -2.16301
C -0.19611 -1.83792 4.30609
O -0.15521 -2.29596 3.17588
N 0.90004 -1.69889 5.10888
N -1.36261 -1.35064 4.83225
H 0.73107 -1.53746 6.08382
H 1.72581 -2.09564 4.69148
H -1.50742 -1.20455 5.81483
H -2.16479 -1.18507 4.25457
C -3.28936 2.49047 -3.46627
O -3.71257 2.24717 -4.58019
N -4.05219 2.95915 -2.43453
N -2.00064 2.24108 -3.05835
H -5.03443 3.02996 -2.61466
H -3.62062 3.35640 -1.62159
H -1.32517 1.86840 -3.69447
H -1.79905 2.34345 -2.06207
C -1.98465 2.72345 1.31765
C -0.90914 1.82244 0.67737
C -1.41387 0.44479 0.34466
O -0.46168 -0.41236 -0.20733
C 0.63488 -0.72998 0.61507
N -0.47177 2.50677 -0.56445
H -2.28644 3.54475 0.67306
H -1.62294 3.14211 2.25787
H -2.85541 2.11123 1.56633
H -0.00671 1.76881 1.29911
H -2.17532 0.55540 -0.44051
H -2.00667 0.01643 1.16638
H 0.23290 -1.05261 1.58263
H 1.46671 -0.02804 0.75416
H 1.13644 -1.59780 0.18256
H -0.12552 3.44356 -0.40016
H 0.34021 2.01994 -0.94223
C 1.65480 5.05746 0.77567
C 2.81942 5.71264 0.06647
C 2.81475 5.40850 -1.42589
O 2.86959 4.05744 -1.78937
C 4.05186 3.37554 -1.45354
N 2.81513 7.18020 0.17928
H 1.81982 4.99678 1.85493
H 1.51773 4.02234 0.45622
H 0.70992 5.58500 0.62443
H 3.80143 5.40590 0.43038
H 3.55494 6.04798 -1.93137
H 1.90107 5.79390 -1.90057
H 4.41755 3.69163 -0.47171
H 4.89111 3.58601 -2.13373
H 3.88756 2.30210 -1.48890
H 1.86313 7.48802 -0.01129
H 2.94385 7.44106 1.15294
C 1.52859 -4.07292 -0.84460
C 0.84331 -5.07650 0.07867
C 1.90849 -5.95039 0.70705
O 2.71781 -6.56364 -0.28730
C 2.52221 -7.92715 -0.49667
N 0.09167 -4.38781 1.11834
H 2.08809 -4.55637 -1.66009
H 2.31361 -3.45535 -0.39496
H 0.86158 -3.40353 -1.39436
H 0.14344 -5.67001 -0.51171
H 1.52504 -6.73796 1.36489
H 2.58311 -5.34576 1.32553
H 2.33587 -8.46316 0.44104
H 3.43982 -8.36987 -0.89975
H 1.76565 -8.19151 -1.24519
H -0.55458 -3.72463 0.71894
H 0.61905 -3.94021 1.85278
C -4.17654 -4.27425 -5.55309
C -2.77213 -4.31167 -4.97937
C -2.63803 -3.39045 -3.76559
O -2.53485 -2.07971 -4.25717
C -2.30062 -1.06735 -3.29118
N -2.44745 -5.70891 -4.64515
H -4.92862 -4.80841 -4.96781
H -4.16218 -4.71072 -6.55408
H -4.53213 -3.25022 -5.69247
H -2.13731 -3.98554 -5.80283
H -1.71327 -3.64043 -3.22204
H -3.48273 -3.60543 -3.09527
H -3.12654 -0.84780 -2.60828
H -2.09574 -0.20711 -3.91745
H -1.42159 -1.32949 -2.69044
H -2.95591 -5.96479 -3.80231
H -1.46816 -5.76935 -4.38115
```

multiplicity = 1
LUMO energy = -0.05 eV
SMILES string = COC[C@H](C)N.COC[C@H](C)N.COC[C@H](C)N.COC[C@H](C)N.NC(N)=O.NC(N)=O.NC(N)=O.NC(N)=O.NC(N)=O
HOMO-LUMO gap = 8.7 eV
highest occupied orbital energy = -0.3211 hartree

Run b
This record from OMol25 describes a cluster of 9 separate species, C21H64N14O9 in total. The level of theory is ωB97M-V with the def2-TZVPD basis set.

The geometry in XYZ format:
```
108
Properties=species:S:1:pos:R:3
C -2.13130 -5.79690 -2.35858
C -0.94062 -5.16794 -1.65730
C 0.14562 -4.56110 -2.56396
O 0.92238 -3.59175 -1.90838
C 2.06576 -3.24351 -2.63200
N -1.35191 -4.21825 -0.62415
H -2.75461 -6.31773 -1.63597
H -1.86962 -6.40910 -3.22288
H -2.73786 -5.00119 -2.80519
H -0.40517 -5.95896 -1.10993
H -0.24594 -4.21993 -3.53199
H 0.77776 -5.42241 -2.81711
H 1.89482 -2.80111 -3.61896
H 2.74677 -4.08931 -2.80274
H 2.64407 -2.54600 -2.02712
H -0.58320 -3.63417 -0.31113
H -1.60213 -4.72899 0.21656
C 3.11067 -0.90871 0.78694
C 3.52080 -0.59370 2.22094
C 2.63741 -1.08851 3.34959
O 1.34230 -0.53067 3.19453
C 1.25760 0.81077 3.69248
N 4.91658 -1.05253 2.37140
H 2.12666 -0.49093 0.57052
H 3.07742 -2.00170 0.71314
H 3.86080 -0.58941 0.06807
H 3.59172 0.48756 2.42511
H 3.09477 -0.88741 4.32407
H 2.53200 -2.17294 3.31162
H 1.67001 0.83424 4.70248
H 0.20477 1.08468 3.69902
H 1.78515 1.50119 3.03464
H 5.54443 -0.74601 1.64313
H 5.31482 -0.70243 3.23730
C -0.08520 -0.90415 -5.42569
C -0.87911 -0.23406 -4.31419
C -2.40000 -0.34957 -4.42065
O -2.86481 0.44369 -3.34676
C -4.27223 0.42976 -3.27014
N -0.46448 -0.79959 -3.02509
H 0.98416 -0.71413 -5.32094
H -0.47613 -0.69004 -6.41929
H -0.08984 -2.00046 -5.34386
H -0.65917 0.83361 -4.39488
H -2.79556 -1.37014 -4.48310
H -2.73040 0.08196 -5.37855
H -4.60835 -0.52417 -2.84923
H -4.77762 0.68323 -4.20730
H -4.62535 1.18998 -2.57083
H -1.12403 -0.47873 -2.31692
H -0.56873 -1.80959 -3.02346
C 3.27317 3.89783 3.08259
C 2.60324 3.73967 1.72321
C 1.46104 4.71548 1.53202
O 0.70402 4.31824 0.34766
C -0.62095 4.80473 0.32748
N 3.61740 3.91504 0.67147
H 2.48968 3.94407 3.84379
H 3.80665 4.84809 3.10487
H 3.98034 3.08751 3.25285
H 2.16790 2.73543 1.60495
H 1.76475 5.73865 1.29076
H 0.68029 4.72116 2.29824
H -0.96520 4.69743 -0.70481
H -0.63256 5.90012 0.40051
H -1.32229 4.33966 1.01968
H 4.21363 3.09249 0.69171
H 3.15582 3.83287 -0.23559
C -1.43506 0.15902 0.04548
O -2.00398 0.95246 -0.73232
N -0.36389 0.50203 0.79760
N -1.81634 -1.13815 0.09965
H -0.14554 -0.13527 1.54667
H 0.00341 1.43634 0.79704
H -1.87103 -1.59527 1.01453
H -2.32144 -1.58160 -0.64389
C -0.82801 -2.97068 3.04719
O -1.65041 -2.10352 2.73554
N 0.34243 -3.10311 2.36704
N -1.05637 -3.94188 3.97836
H 1.06533 -3.67864 2.75163
H 0.56531 -2.38209 1.70257
H -1.92470 -3.96639 4.48084
H -0.42092 -4.70334 4.11236
C -3.61465 4.08861 -2.11963
O -4.20172 5.16742 -2.08556
N -2.90856 3.64078 -3.20667
N -3.64772 3.19658 -1.09235
H -2.48081 2.74044 -3.33631
H -2.69451 4.38150 -3.85333
H -4.03159 3.50352 -0.21949
H -3.02624 2.39558 -1.16090
C 2.12916 1.80621 -2.00775
O 3.15124 2.49585 -2.05647
N 0.95155 2.25602 -1.48928
N 2.04591 0.50922 -2.43796
H 0.90129 3.15670 -1.00417
H 0.10738 1.72060 -1.60120
H 1.14364 0.09384 -2.68184
H 2.88017 0.13877 -2.86194
C -2.37881 0.81188 4.92363
O -2.97578 1.06220 3.88679
N -2.49795 1.54564 6.07543
N -1.60652 -0.31673 5.07624
H -3.12074 2.33358 6.03825
H -1.83070 1.51081 6.81932
H -1.16381 -0.48010 5.95880
H -1.37185 -0.87003 4.26145
```

multiplicity = 1
LUMO energy = 0.04 eV
SMILES string = COC[C@H](C)N.COC[C@H](C)N.COC[C@H](C)N.COC[C@H](C)N.NC(N)=O.NC(N)=O.NC(N)=O.NC(N)=O.NC(N)=O
HOMO-LUMO gap = 8.9 eV
highest occupied orbital energy = -0.3254 hartree

Relative energies, unit kcal/mol: run a 28.7; run b 0.0